No. 1
Density functional theory data (wB97M-V/def2-TZVPD) for C22H15I4N3NiO2 as an isolated structure.

The geometry in ORCA input format:
```
! wB97M-V def2-TZVPD RIJCOSX def2/J DEFGRID3
* xyz 0 1
Ni 0.13 -0.57 0.25
I 0.43 2.31 -6.58
C 0.77 1.32 -4.78
C 2.00 1.45 -4.14
C 2.20 0.79 -2.94
I 4.03 1.00 -1.96
C 1.22 -0.02 -2.32
O 1.44 -0.60 -1.19
C -0.02 -0.13 -3.01
C -1.11 -1.00 -2.44
N -1.59 -0.46 -1.15
C -2.03 0.93 -1.20
C -0.93 1.87 -0.74
C -0.95 3.22 -1.06
C 0.11 4.02 -0.68
C 1.17 3.46 0.01
C 1.12 2.11 0.30
N 0.08 1.34 -0.04
C -0.22 0.53 -4.22
H 2.78 2.06 -4.56
H -1.93 -1.06 -3.16
H -0.74 -2.01 -2.24
H -2.30 -1.07 -0.76
H -2.31 1.22 -2.21
H -2.90 1.07 -0.56
H -1.77 3.61 -1.65
H 0.12 5.07 -0.94
H 2.04 4.04 0.28
H 1.95 1.60 0.79
H -1.17 0.41 -4.73
I 0.22 -5.65 0.61
C 0.08 -4.15 2.04
C 0.03 -4.49 3.41
C -0.07 -3.53 4.38
I -0.14 -4.14 6.38
C -0.12 -2.16 4.03
C -0.23 -1.07 4.93
C -0.28 0.21 4.45
C -0.22 0.43 3.06
N -0.11 -0.56 2.20
C -0.06 -1.84 2.66
C 0.04 -2.83 1.63
O 0.09 -2.42 0.40
H 0.06 -5.53 3.68
H -0.28 -1.26 5.99
H -0.37 1.05 5.11
H -0.27 1.43 2.65
*
```

Output
Orbital gap (spin up / spin down) = 0.259 / 0.259 Ha

---

No. 2
Density functional theory data (wB97M-V/def2-TZVPD) for C22H15KN6O2 as an isolated structure.

The geometry in ORCA input format:
```
! wB97M-V def2-TZVPD RIJCOSX def2/J DEFGRID3
* xyz 0 1
K -1.45 -0.82 -0.36
N 0.26 3.70 -0.80
C -0.39 2.55 -0.56
N -0.39 1.52 -1.33
C 0.40 1.54 -2.48
N 0.66 0.48 -3.15
N 0.08 -0.68 -2.70
C 0.83 -1.71 -2.80
C 0.42 -3.06 -2.40
C 1.17 -4.15 -2.83
C 0.78 -5.43 -2.44
C -0.33 -5.57 -1.62
C -1.01 -4.43 -1.23
N -0.65 -3.21 -1.60
C 0.97 2.82 -2.91
C 1.60 3.00 -4.14
C 2.16 4.22 -4.47
C 2.10 5.28 -3.57
C 1.48 5.12 -2.35
C 0.91 3.90 -2.02
H 0.25 4.44 -0.12
H -0.94 2.50 0.38
H 1.84 -1.60 -3.20
H 2.03 -4.01 -3.46
H 1.34 -6.29 -2.76
H -0.65 -6.55 -1.29
H -1.87 -4.49 -0.58
H 1.64 2.16 -4.82
H 2.64 4.35 -5.43
H 2.54 6.23 -3.83
H 1.43 5.95 -1.65
O -3.23 -1.38 2.33
C -2.22 -0.89 2.83
N -1.19 -0.35 2.13
C -0.24 0.12 2.99
O 0.78 0.72 2.68
C -0.68 -0.17 4.41
C -0.11 0.08 5.63
C -0.79 -0.33 6.77
C -2.03 -0.97 6.67
C -2.60 -1.21 5.43
C -1.91 -0.81 4.31
H 0.85 0.57 5.70
H -0.36 -0.15 7.75
H -2.54 -1.28 7.57
H -3.57 -1.70 5.34
*
```

Output
Orbital gap = 0.279 Ha

---

No. 3
Density functional theory data (wB97M-V/def2-TZVPD) for the molecule C22H15N9OS.

The geometry in ORCA input format:
```
! wB97M-V def2-TZVPD RIJCOSX def2/J DEFGRID3
* xyz 0 1
O -5.79 -0.08 -2.24
C -5.58 -1.20 -1.74
N -6.65 -2.03 -1.41
C -8.03 -1.72 -1.41
N -8.73 -2.50 -0.65
N -10.09 -2.19 -0.67
C -10.46 -1.34 -1.54
S -9.14 -0.61 -2.27
C -4.24 -1.50 -1.54
C -3.73 -2.78 -1.41
C -2.37 -2.57 -0.95
C -1.44 -3.56 -0.51
C -0.18 -3.13 -0.12
C 0.17 -1.83 -0.03
C 1.37 -1.41 0.64
N 2.22 -2.33 1.19
C 3.36 -1.87 1.64
C 3.69 -0.51 1.60
C 2.69 0.34 1.14
N 2.69 1.65 1.25
C 3.89 2.43 1.25
C 4.01 3.36 2.31
C 5.11 4.15 2.38
C 6.14 4.13 1.41
N 7.23 4.84 1.24
N 7.72 4.46 0.11
C 7.06 3.37 -0.44
C 5.98 3.23 0.41
C 4.92 2.30 0.24
N 1.60 -0.09 0.68
C -0.77 -0.84 -0.57
C -2.08 -1.24 -1.06
N -3.15 -0.55 -1.51
H -6.44 -2.91 -1.03
H -11.45 -0.99 -1.60
H -4.41 -3.63 -1.59
H -1.85 -4.62 -0.46
H 0.56 -3.85 0.32
H 4.15 -2.51 2.04
H 4.53 -0.14 2.15
H 1.82 2.14 1.02
H 3.12 3.43 2.94
H 5.26 4.88 3.10
H 8.59 4.83 -0.27
H 7.34 2.73 -1.27
H 5.01 1.61 -0.62
H -0.39 0.15 -0.53
H -3.24 0.51 -1.59
*
```

Output
Orbital gap = 0.276 Ha
SMILES = O=C(Nc1nncs1)c1cc2ccc(-c3nccc(Nc4ccc5n[nH]cc5c4)n3)cc2[nH]1

---

No. 4
Density functional theory data (wB97M-V/def2-TZVPD) for C22H16AlN7O4S as an isolated structure.

The geometry in ORCA input format:
```
! wB97M-V def2-TZVPD RIJCOSX def2/J DEFGRID3
* xyz 2 1
Al 0.20 -0.34 -1.13
O 3.10 5.83 -2.19
N 3.90 4.92 -2.17
O 5.09 5.02 -2.34
C 3.38 3.55 -1.90
C 4.31 2.63 -1.58
C 3.93 1.29 -1.24
C 4.83 0.27 -0.88
C 4.35 -0.99 -0.57
C 2.98 -1.23 -0.63
N 2.11 -0.28 -0.97
C 2.58 0.96 -1.28
C 1.61 1.94 -1.65
N 0.32 1.49 -1.67
C -0.67 2.33 -1.98
C -0.40 3.65 -2.31
C 0.90 4.12 -2.31
C 1.96 3.25 -1.96
H 5.35 2.92 -1.56
H 5.89 0.48 -0.84
H 5.02 -1.79 -0.28
H 2.58 -2.20 -0.38
H -1.68 1.94 -1.94
H -1.22 4.31 -2.56
H 1.10 5.15 -2.57
N -3.62 -2.15 5.77
C -3.37 -1.63 4.55
C -2.21 -0.86 4.32
C -1.96 -0.32 3.08
C -2.85 -0.54 2.03
C -4.01 -1.30 2.24
C -4.26 -1.84 3.48
S -2.58 0.19 0.50
O -1.91 1.46 0.63
O -3.72 0.05 -0.34
N -1.34 -0.70 -0.26
C -1.37 -2.00 -0.67
N -0.28 -2.17 -1.49
C -0.07 -3.38 -2.02
C -0.94 -4.41 -1.75
C -2.03 -4.12 -0.92
N -2.25 -2.93 -0.37
H -3.02 -1.95 6.55
H -4.47 -2.64 5.95
H -1.52 -0.67 5.14
H -1.09 0.31 2.94
H -4.70 -1.46 1.42
H -5.16 -2.42 3.64
H 0.79 -3.50 -2.67
H -0.81 -5.39 -2.17
H -2.75 -4.89 -0.68
*
```

Output
Orbital gap = 0.183 Ha

---

No. 5
Density functional theory data (wB97M-V/def2-TZVPD) for a 4-piece molecular cluster, C22H16BNO11 overall.

The geometry in ORCA input format:
```
! wB97M-V def2-TZVPD RIJCOSX def2/J DEFGRID3
* xyz 0 1
N 2.13 -1.72 -1.66
B 2.65 -2.47 -0.54
O 2.32 -3.80 -0.33
C 3.55 -1.76 0.54
C 4.81 -1.36 0.36
O 5.60 -1.48 -0.73
C 5.33 -0.75 1.63
O 6.46 -0.52 1.96
O 4.22 -0.55 2.43
C 3.23 -1.42 1.94
O 2.33 -1.79 2.65
H 2.75 -1.76 -2.46
H 1.28 -2.20 -1.98
H 3.08 -4.37 -0.52
H 5.80 -0.61 -1.10
O -0.30 -2.50 -3.07
C -1.51 -2.43 -3.18
C -2.15 -2.19 -4.50
C -3.47 -2.09 -4.61
C -4.35 -2.22 -3.43
O -5.56 -2.12 -3.53
C -3.71 -2.47 -2.11
C -2.39 -2.57 -2.00
H -1.48 -2.10 -5.34
H -3.96 -1.91 -5.56
H -4.37 -2.55 -1.26
H -1.90 -2.74 -1.05
O -1.89 4.48 -1.77
C -2.12 3.39 -1.31
C -1.12 2.67 -0.48
C -1.37 1.46 0.02
C -2.66 0.78 -0.24
O -2.89 -0.32 0.22
C -3.66 1.49 -1.07
C -3.41 2.70 -1.57
H -0.18 3.19 -0.30
H -0.65 0.93 0.63
H -4.60 0.97 -1.25
H -4.12 3.24 -2.18
O 0.54 2.36 6.54
C 0.61 2.40 5.33
C 0.42 3.68 4.59
C 0.49 3.73 3.26
C 0.77 2.51 2.47
O 0.83 2.55 1.25
C 0.96 1.23 3.20
C 0.89 1.18 4.52
H 0.22 4.55 5.20
H 0.36 4.65 2.71
H 1.15 0.36 2.60
H 1.02 0.26 5.08
*
```

Output
Orbital gap = 0.309 Ha
SMILES = NB(O)C1=C(O)C(=O)OC1=O.O=C1C=CC(=O)C=C1.O=C1C=CC(=O)C=C1.O=C1C=CC(=O)C=C1

---

No. 6
Density functional theory data (wB97M-V/def2-TZVPD) for C22H16BrIrN4O2S3Se3Te as an isolated structure.

The geometry in ORCA input format:
```
! wB97M-V def2-TZVPD RIJCOSX def2/J DEFGRID3
* xyz 0 5
Ir 0.98 -2.06 0.34
C -3.76 -5.29 -0.52
O -3.38 -3.92 -0.29
C -4.38 -2.99 -0.22
C -5.73 -3.31 -0.06
C -6.64 -2.29 -0.02
Br -8.43 -2.79 0.21
C -6.26 -0.98 0.01
C -4.88 -0.63 -0.01
C -3.87 -1.63 -0.07
O -2.63 -1.51 0.06
C -4.46 0.73 0.02
N -3.15 1.14 0.26
C -3.02 2.55 0.09
C -1.90 3.34 0.09
C -2.04 4.72 -0.22
C -3.30 5.22 -0.59
C -4.43 4.37 -0.60
C -4.28 3.00 -0.35
N -5.18 1.84 -0.30
H -4.58 -5.29 -1.29
H -4.09 -5.74 0.42
H -2.87 -5.78 -0.93
H -6.03 -4.36 -0.03
H -7.02 -0.23 0.09
H -2.43 0.44 0.47
H -0.94 2.96 0.49
H -1.19 5.38 -0.17
H -3.47 6.24 -0.87
H -5.42 4.81 -0.79
H -6.15 1.82 -0.54
Se -0.48 -2.58 2.10
Se 0.58 -4.53 1.16
Te 1.51 -4.43 -1.28
Se 0.01 -2.38 -1.88
S 7.00 -2.53 0.12
C 5.76 -1.42 0.13
S 4.10 -1.99 0.29
C 3.60 -0.32 0.43
N 4.54 0.58 0.43
N 5.80 -0.04 0.27
C 6.95 0.84 0.34
C 6.82 2.18 0.82
C 7.93 2.95 0.84
C 9.20 2.46 0.38
C 9.31 1.21 -0.18
C 8.16 0.41 -0.25
S 1.93 -0.01 0.37
H 5.80 2.53 1.02
H 7.88 3.99 1.09
H 10.11 3.09 0.45
H 10.23 0.84 -0.61
H 8.15 -0.58 -0.69
*
```

Output
Orbital gap (spin up / spin down) = 0.219 / 0.179 Ha
⟨S²⟩ = 6.056

---

No. 7
Density functional theory data (wB97M-V/def2-TZVPD) for C22H16Cl2Li as an isolated structure.

The geometry in ORCA input format:
```
! wB97M-V def2-TZVPD RIJCOSX def2/J DEFGRID3
* xyz -1 1
Cl -5.34 1.01 2.41
C -3.81 0.25 2.52
C -3.71 -1.02 3.10
C -2.46 -1.60 3.26
C -1.27 -0.91 2.89
C -0.03 -1.44 3.34
C 1.27 -0.95 2.98
C 2.33 -1.87 2.70
C 3.63 -1.41 2.48
C 3.92 -0.05 2.67
Cl 5.56 0.48 2.73
C 2.89 0.88 2.89
C 1.58 0.43 3.03
C -1.42 0.31 2.16
C -2.67 0.91 2.04
H -4.61 -1.54 3.43
H -2.37 -2.60 3.70
H -0.07 -2.47 3.72
H 2.08 -2.92 2.56
H 4.43 -2.10 2.18
H 3.12 1.94 2.94
H 0.78 1.15 3.20
H -0.55 0.77 1.69
H -2.78 1.88 1.56
C -1.02 -2.27 6.90
Li 3.43 -1.84 4.66
C -1.40 -1.10 6.20
C -0.22 -0.46 5.72
C 0.91 -1.12 6.29
C 0.42 -2.32 6.93
C 1.34 -3.25 7.44
C 2.70 -2.95 7.39
C 3.17 -1.72 6.89
C 2.28 -0.80 6.31
H -1.67 -3.01 7.36
H -2.42 -0.77 6.03
H -0.17 0.50 5.22
H 0.97 -4.18 7.86
H 3.43 -3.66 7.80
H 4.24 -1.46 6.97
H 2.59 0.20 5.99
*
```

Output
Orbital gap = 0.152 Ha

---

No. 8
Density functional theory data (wB97M-V/def2-TZVPD) for C22H16Cl3N3O4PdS2 as an isolated structure.

The geometry in ORCA input format:
```
! wB97M-V def2-TZVPD RIJCOSX def2/J DEFGRID3
* xyz 2 1
Pd -0.38 -0.71 -0.07
O 0.72 4.87 0.64
C -0.44 4.65 1.28
C -1.11 5.70 1.89
C -2.32 5.51 2.51
C -2.91 4.23 2.56
C -2.27 3.18 1.97
C -1.02 3.34 1.32
C -0.45 2.17 0.74
O -1.10 1.14 0.53
N 0.95 2.23 0.37
N 1.47 1.15 0.10
C 2.71 1.32 -0.58
S 3.89 0.14 -0.47
C 4.91 0.85 -1.79
C 4.76 2.36 -1.73
S 3.00 2.72 -1.46
H 0.96 5.80 0.70
H -0.67 6.69 1.86
H -2.82 6.34 2.99
H -3.85 4.09 3.07
H -2.70 2.20 2.02
H 4.55 0.44 -2.74
H 5.94 0.53 -1.63
H 5.07 2.83 -2.66
H 5.31 2.80 -0.90
Cl 3.06 -6.61 -3.17
C 2.05 -5.41 -2.46
C 0.88 -5.79 -1.79
C 0.07 -4.86 -1.18
Cl -1.39 -5.39 -0.44
C 0.40 -3.49 -1.16
O -0.30 -2.66 -0.42
C 1.51 -3.12 -1.96
C 1.77 -1.76 -2.19
O 1.12 -0.80 -1.77
C 2.33 -4.09 -2.59
H 0.60 -6.83 -1.75
H 2.65 -1.55 -2.83
H 3.19 -3.77 -3.17
Cl -3.85 -4.73 2.00
C -3.65 -3.06 1.69
C -4.66 -2.16 1.97
C -4.45 -0.83 1.66
C -3.26 -0.44 1.08
N -2.27 -1.32 0.85
C -2.45 -2.60 1.15
H -5.58 -2.50 2.41
H -5.22 -0.09 1.85
H -3.09 0.57 0.78
H -1.64 -3.28 0.97
*
```

Output
Orbital gap = 0.151 Ha